Record 1
One molecule with the formula C12H15N3O at a distorted geometry. Source: the OMol25 dataset; level of theory: ωB97M-V/def2-TZVPD.

Output
Charge: 0
Frontier orbital gap, eV: 8.68
Energy relative to the best compared isomer or geometry (same formula, charge and spin), kcal per mole: 19.8
HOMO level, eV: -8.057

Cartesian coordinates (Å):
H -1.672 2.201 1.842
H -2.504 0.640 2.074
C 2.739 -1.855 -2.489
C -0.133 0.140 -1.465
C -0.098 0.162 -2.914
C -1.029 0.934 -3.792
H 0.044 -0.648 4.526
C -1.527 1.122 1.996
H -1.438 1.187 4.211
H -1.044 2.008 -3.566
H 0.078 1.628 3.441
C -0.343 -0.495 3.506
H 1.634 -0.212 2.836
H -1.186 -1.162 3.374
H -2.498 1.715 -0.105
C -0.901 0.713 -0.488
N 1.206 -0.936 0.195
H 2.522 -2.902 -2.217
H 3.073 -1.778 -3.531
C -0.674 0.458 0.869
N 0.932 -0.513 -3.385
H -2.045 0.579 -3.650
C 0.938 -0.642 -1.080
C -0.783 0.967 3.356
O -1.955 1.466 -0.882
H 3.591 -1.487 -1.909
C 0.775 -0.785 2.548
N 1.531 -1.065 -2.293
C 0.416 -0.402 1.130
H -0.762 0.802 -4.841
H 1.111 -1.837 2.702

---

Record 2
C25H47As3AuBrO as an isolated structure at a distorted geometry. Source: the OMol25 dataset; level of theory: ωB97M-V/def2-TZVPD.

Output
Charge: +2
Frontier orbital gap (spin up / spin down), eV: 2.98 / 2.98
HOMO level (spin up / spin down), eV: -12.739 / -12.739

Cartesian coordinates (Å):
H 1.999 -3.461 -0.185
H 3.892 0.525 -2.471
C -2.465 3.860 1.684
As -0.766 -2.947 -1.011
C -0.747 -4.174 0.493
H -3.274 -3.053 -1.101
H 2.174 -1.704 -3.392
C -1.030 1.580 2.113
C 2.475 -4.402 -3.486
C -2.721 4.223 4.198
C -2.485 -3.336 -1.801
As 2.231 -0.763 -1.058
C 0.410 -3.564 -2.457
H 2.096 -4.014 -4.429
C -2.361 3.739 -0.803
H -4.364 2.893 -0.768
C 4.151 -6.615 -1.371
H 3.559 -4.379 -3.533
C 2.533 -2.151 -2.457
H -0.787 5.186 4.445
H -1.972 5.538 -1.929
H 1.666 -5.076 -0.823
H -3.146 2.441 5.405
H 5.015 -7.186 -1.033
H -1.771 5.146 5.911
C -3.646 3.340 5.055
C -2.252 3.447 3.001
H -1.374 1.853 4.179
H -0.939 3.692 5.368
H 3.073 1.609 -1.319
H -2.114 5.827 -0.200
H 4.633 -0.886 -0.275
C -1.539 2.244 3.188
H -2.624 -2.774 -2.727
H -2.576 -4.406 -2.016
H -0.736 -5.205 0.123
C -1.899 2.891 -1.988
H 3.258 -7.199 -1.155
H -4.298 4.539 -0.149
H -0.816 2.850 -2.058
H 4.241 -6.466 -2.446
C -1.471 4.579 5.033
H -1.670 -4.010 1.056
C -3.893 3.864 -0.894
H 5.627 -2.916 -1.101
H -4.160 4.253 -1.872
H 2.245 1.112 -2.804
H -4.520 3.043 4.480
H -2.810 6.178 3.249
Au -0.503 -0.674 -0.513
H 3.625 -2.230 -2.524
H 3.597 -0.239 1.012
As 4.113 -4.902 -0.412
C -1.153 2.034 0.756
H -0.650 5.090 -0.850
Br 0.024 0.023 2.422
H -4.357 5.310 3.263
H -3.054 4.748 1.536
C 1.947 -3.560 -2.316
H 0.088 -4.599 -2.652
C 3.682 -1.011 0.247
C 2.929 0.785 -2.021
C -1.989 3.203 0.566
H 0.114 -2.965 -3.329
H 2.155 -5.437 -3.388
H -2.285 1.875 -1.926
H 3.645 -1.987 0.732
C -1.732 5.140 -0.947
C 2.292 -4.185 -0.964
C 5.521 -3.951 -1.419
H 6.454 -4.464 -1.184
H 0.099 -4.012 1.162
H -3.980 3.899 5.925
H -2.279 3.336 -2.906
H -3.738 6.041 4.731
C -3.450 5.515 3.826
H 5.375 -3.999 -2.496
O -0.540 1.456 -0.193

---

Record 3
C26H35CeN6O4S as an isolated structure at a distorted geometry. Source: the OMol25 dataset; level of theory: ωB97M-V/def2-TZVPD.

Output
Charge: +1
Frontier orbital gap, eV: 6.91
Energy relative to the best compared isomer or geometry (same formula, charge and spin), kcal per mole: 5.0
HOMO level, eV: -10.306

Cartesian coordinates (Å):
C 0.738 6.457 2.406
H 2.999 -0.337 -2.945
H 3.612 5.827 0.769
H 2.191 -1.940 6.142
C 3.079 5.673 2.868
H -0.481 0.664 -4.784
C 0.186 -2.065 -2.886
C 3.439 0.138 -2.062
H 0.297 5.706 3.067
C 0.215 -2.636 -5.243
H -3.203 0.839 -1.937
Ce 0.699 0.224 -0.330
C -5.045 -1.039 -3.261
H 4.446 -0.255 -1.903
H -2.535 -1.610 1.019
N 0.393 -2.717 0.729
H 3.496 1.220 -2.220
H -5.167 -1.683 -4.131
N -3.019 -1.575 0.132
N 1.215 2.512 0.324
H -2.526 -3.791 -1.484
O 2.640 -0.140 -0.910
C -2.905 -0.391 -0.459
H -0.133 5.490 0.651
H -2.353 -4.205 0.218
C 2.118 6.854 2.915
C -0.257 -0.367 -4.549
H 3.757 4.187 1.420
O -0.250 0.205 -2.251
C 1.033 -2.591 3.022
N -3.364 -0.123 -1.677
O 0.674 -0.618 1.684
C 0.665 -1.955 1.745
C 1.277 -4.643 4.295
C 1.490 -1.864 4.131
N 1.814 4.801 0.958
C -3.879 -2.723 -0.161
H 0.622 -4.016 -3.657
H 1.155 6.649 0.284
C 1.737 -3.899 5.385
H -3.272 -2.036 -2.496
C 1.841 -2.531 5.307
H -0.201 -1.011 -6.580
H 0.063 7.314 2.400
H 4.078 5.969 3.191
H 1.191 -5.717 4.359
H 0.829 -3.579 -1.454
C -0.113 -0.732 -3.215
C 0.935 -3.989 3.136
C -3.605 -1.043 -2.792
H -5.723 -1.384 -2.482
H -4.608 -2.435 -0.916
C 0.363 -2.593 -1.533
H 0.585 -4.546 2.279
S -2.076 0.867 0.414
H -2.925 -0.728 -3.591
H 2.513 7.667 2.295
N 0.045 -2.009 -0.434
C -3.077 -3.949 -0.556
C 0.364 -2.999 -3.920
O 1.628 -0.526 4.156
H 0.346 -3.365 -6.028
C 0.817 5.893 0.999
C 3.174 5.105 1.464
H 2.050 7.249 3.929
C -0.096 -1.313 -5.546
H 1.292 -0.172 3.314
H 2.013 -4.400 6.303
C 1.497 3.597 0.623
H -3.736 -4.806 -0.694
H 2.743 4.886 3.549
H -5.359 -0.035 -3.546
H -4.448 -2.916 0.751

---

Record 4
C7H17AsBIO7P as an isolated structure at a distorted geometry. Source: the OMol25 dataset; level of theory: ωB97M-V/def2-TZVPD.

Output
Charge: -1
Frontier orbital gap, eV: 6.91
HOMO level, eV: -3.995

Cartesian coordinates (Å):
H 3.539 -1.685 -0.166
H -2.617 0.898 -1.133
O 3.110 1.024 -1.244
O 2.671 -1.458 -0.530
C -1.873 -1.729 -0.651
H 0.112 -2.167 -0.481
H -0.073 -0.420 3.787
C 1.001 -1.754 2.535
H -2.106 -2.271 -1.565
C -0.607 -1.349 -0.457
H -2.568 0.768 0.662
H 1.971 -1.352 2.803
C -0.149 -0.759 2.746
O -0.494 -1.081 -3.745
H -2.653 3.825 -1.462
P 2.274 0.097 -0.159
O -0.184 1.751 2.491
H -2.663 -1.486 0.048
As -0.072 0.600 -0.238
O -3.074 3.018 -1.140
H 0.728 1.416 -2.617
I 0.664 3.220 -0.160
H 0.815 -2.611 3.188
C 0.256 -0.616 -2.955
H 3.215 0.549 -2.081
O -2.214 2.585 -0.105
H 1.068 -2.157 1.529
C -2.074 1.169 -0.232
H -0.966 1.035 -2.695
H -1.105 -1.280 2.700
H 0.218 1.673 3.365
C -0.020 0.695 -2.288
O 2.805 0.476 1.157
H 1.184 -1.183 -2.758
B -0.122 0.557 1.849

---

Record 5
A 10-piece molecular cluster, ClH18O13 overall at a distorted geometry. Source: the OMol25 dataset; level of theory: ωB97M-V/def2-TZVPD.

Output
Charge: -1
Frontier orbital gap, eV: 10.69
Energy relative to the best compared isomer or geometry (same formula, charge and spin), kcal per mole: 10.9
HOMO level, eV: -7.887

Cartesian coordinates (Å):
Cl -0.193 0.404 0.033
O 0.551 -0.448 0.967
O 3.367 1.531 -1.819
O -1.411 -0.302 -0.317
H 2.519 1.095 -1.647
H -1.872 -1.132 -3.252
H -2.265 -0.717 3.229
O -0.465 1.656 0.666
H 1.710 -2.575 -1.120
H -0.854 -0.393 2.763
H 1.263 -2.943 2.463
H -3.135 -0.390 0.626
H -2.428 -2.323 -0.768
H -0.461 -0.629 -3.068
O 2.293 2.988 2.056
H 3.313 1.784 -2.744
H 2.140 2.097 1.721
O 0.788 3.946 -1.448
H 0.867 3.405 -0.652
H 2.095 -1.447 -0.198
O 0.608 0.582 -1.157
H 1.390 -1.554 3.065
O -2.584 -3.165 -1.217
O 1.037 -2.432 3.246
H -4.601 -0.376 0.207
O -1.556 -0.078 3.348
O -3.986 -0.826 0.793
O 2.451 -1.999 -0.909
H 3.147 3.243 1.695
H 0.808 4.854 -1.135
O -1.116 -0.814 -3.755
H -3.420 -3.039 -1.673

---

Record 6
One molecule with the formula C20H26N2O6S at a distorted geometry. Source: the OMol25 dataset; level of theory: ωB97M-V/def2-TZVPD.

Output
Charge: 0
Frontier orbital gap, eV: 9.30
Energy relative to the best compared isomer or geometry (same formula, charge and spin), kcal per mole: 12.9
HOMO level, eV: -8.944

Cartesian coordinates (Å):
C 3.214 -0.939 -0.434
C 1.854 -1.065 -0.778
H -3.884 3.682 1.965
S -0.092 0.611 2.324
H -0.611 5.093 2.268
H 0.613 2.700 3.685
O 0.303 0.538 3.700
N -2.205 -4.816 -1.888
H 5.720 -1.904 -0.133
H 5.984 -1.773 -1.888
H 2.809 0.563 2.591
C -2.328 -2.623 -1.699
H -2.662 4.480 3.810
H 4.577 -0.240 1.080
H -2.486 -1.230 -0.097
C -0.662 4.331 3.050
H -0.640 1.778 -0.067
C -1.379 -2.884 -2.656
H 0.131 -2.438 -4.097
C -2.099 3.816 3.151
C 0.357 3.221 2.762
C -0.445 -5.142 -3.558
H 0.591 -4.855 -3.385
H -0.478 3.502 0.311
N -0.136 2.198 1.878
C 3.544 -0.343 0.788
C -0.520 -1.912 -3.393
C -2.373 2.612 0.905
O 0.275 -1.174 -2.458
H -0.163 -0.721 -0.144
H -0.675 -4.996 -4.613
H 5.824 -0.295 -0.906
H -0.371 4.809 3.987
H -2.865 2.702 -0.066
H -2.506 -0.515 -1.719
C 0.880 -0.599 0.093
O -2.824 -3.787 -1.255
C -1.335 -4.308 -2.717
H -2.098 2.820 3.599
H -2.638 4.718 1.276
C -0.860 2.546 0.680
C 5.482 -1.327 -1.031
C 1.389 -1.767 -2.004
O 4.106 -1.384 -1.332
C 2.557 0.116 1.642
O 1.883 -2.748 -2.494
H -1.118 -1.162 -3.918
H -2.677 1.667 1.356
H 1.274 3.663 2.344
H -3.929 -1.380 -1.092
C -2.809 3.772 1.796
H -0.583 -6.189 -3.304
C -2.842 -1.358 -1.121
O -1.300 -0.050 1.912
C 1.227 -0.015 1.291